The following is a DFT calculation (ωB97M-V/def2-TZVPD) of C25H37FN7O6RbS as an isolated structure.

CARTESIAN COORDINATES (ANGSTROEM)
Rb  -0.00807  -0.80991  -0.02503
N  -2.43794  -2.38666  1.37716
C  -1.74884  -3.67813  1.18416
C  -0.58061  -3.49174  0.20010
O  -0.89428  -2.96140  -0.90173
O  0.56684  -3.82975  0.56884
H  -3.38930  -2.52802  1.68908
H  -2.50247  -1.94032  0.46789
H  -2.39825  -4.44660  0.74712
H  -1.37020  -4.04202  2.13647
C  6.38120  -4.26390  1.85817
C  4.89659  -4.27265  2.19462
N  4.09587  -3.49633  1.25901
C  3.68197  -2.23765  1.62426
C  2.99591  -1.39891  0.83312
C  2.57077  -0.00868  1.31490
O  3.39940  0.89365  1.09602
O  1.43715  0.06244  1.84462
C  2.70984  -1.77258  -0.53137
O  2.16744  -1.02885  -1.34838
C  3.08714  -3.15167  -0.89053
C  2.67866  -3.63709  -2.12701
C  2.95632  -4.92457  -2.46500
F  2.58461  -5.41256  -3.68281
C  3.62739  -5.77735  -1.59303
C  4.05519  -5.29724  -0.37237
C  3.77324  -3.97869  0.00857
N  3.87713  -7.15095  -1.93127
C  5.06779  -7.37194  -2.72959
C  5.45891  -8.83240  -2.64861
N  4.28581  -9.66437  -3.11452
C  3.03874  -9.37665  -2.30626
C  2.74365  -7.89993  -2.44353
H  6.94101  -4.85371  2.58698
H  6.76336  -3.24204  1.87303
H  6.56524  -4.67573  0.86357
H  4.73811  -3.83763  3.17855
H  4.50745  -5.28984  2.24231
H  3.91964  -1.96725  2.64556
H  2.11940  -2.98124  -2.78386
H  4.54657  -5.99360  0.29531
H  5.88673  -6.76865  -2.34424
H  4.91776  -7.09128  -3.78711
H  5.65626  -9.12312  -1.61955
H  6.31161  -9.07667  -3.27871
H  4.51415  -10.65597  -3.08971
H  4.09042  -9.42313  -4.08799
H  3.26397  -9.64123  -1.27606
H  2.24039  -10.00559  -2.69382
H  1.85080  -7.65625  -1.87001
H  2.52525  -7.67532  -3.49845
N  -2.47028  2.27272  -1.99694
C  -2.35946  1.21928  -2.87597
C  -3.26283  1.05445  -3.93905
C  -3.10479  -0.02410  -4.78015
C  -2.06320  -0.92116  -4.56374
C  -1.21439  -0.66271  -3.50539
N  -1.33545  0.38541  -2.68462
H  -3.38393  2.69015  -1.94090
H  -2.05968  2.07806  -1.08601
H  -4.07129  1.76267  -4.07851
H  -3.79755  -0.17600  -5.59981
H  -1.92038  -1.79088  -5.19071
H  -0.38951  -1.33365  -3.28462
C  -0.43041  3.03129  1.74354
S  -1.05183  1.36939  1.90896
C  -2.39003  1.78242  3.02663
O  -1.73978  1.06325  0.59719
H  -0.03124  3.35635  2.70663
H  -1.26017  3.66382  1.42130
H  0.36270  3.02003  0.99291
H  -1.97163  2.14232  3.96872
H  -2.95348  0.86467  3.19426
H  -3.01955  2.54037  2.55602
N  1.78661  2.67334  -0.82999
H  1.28509  1.91271  -1.27941
H  2.40746  2.22068  -0.15449
H  2.38473  3.06592  -1.54828

## Properties
**LUMO**: -1.6 eV
**Energy above the lowest of the compared OMol25 structures with the same formula, charge and spin**: 210.23 kJ/mol
**Kohn-Sham gap**: 5.28 eV
**2S+1**: 1

The following is a DFT calculation (ωB97M-V/def2-TZVPD) of C25H37Ge2N2O2SeTi as an isolated structure.

CARTESIAN COORDINATES (ANGSTROEM)
Ti  -0.16100  -0.06480  -0.05790
C  -1.42050  0.46900  3.73810
C  -0.77560  -0.37740  2.70850
O  -0.13920  0.15840  1.74140
N  -0.87630  -1.69930  2.77410
C  -0.25000  -2.59280  1.80200
C  -1.13280  -2.74990  0.57700
C  -1.90760  -3.88910  0.41140
C  -2.76370  -4.00900  -0.67660
C  -2.81950  -2.94410  -1.57380
C  -2.00540  -1.85210  -1.37120
N  -1.14860  -1.72790  -0.32450
H  -0.79720  1.34240  3.93000
H  -1.60530  -0.06410  4.66570
H  -2.37640  0.84240  3.35180
H  -1.37120  -2.12790  3.55070
H  -0.10520  -3.56520  2.28070
H  0.74200  -2.17550  1.52620
H  -1.82540  -4.69370  1.12580
H  -3.35190  -4.90090  -0.83170
H  -3.48520  -2.96290  -2.42260
H  -2.01190  -1.03420  -2.08900
O  0.29260  0.18210  -2.14740
H  -0.08510  0.93820  -2.65420
H  0.64780  -0.44080  -2.81240
C  7.26910  -0.89070  -1.12570
Ge  5.81260  -0.52510  0.16060
C  5.95070  1.21440  1.09270
C  5.37970  -2.03080  1.36910
C  4.00680  -0.43740  -0.98030
Se  2.51830  0.04480  0.14980
C  2.42720  1.95000  -0.27830
H  8.17840  -0.99750  -0.53630
H  7.41560  -0.07470  -1.82720
H  7.10910  -1.81500  -1.67320
H  6.81970  1.16980  1.74610
H  5.07740  1.41750  1.71000
H  6.10880  2.03510  0.39740
H  6.21250  -2.18700  2.05000
H  5.23110  -2.95080  0.80880
H  4.48830  -1.82200  1.95930
H  3.86860  -1.44600  -1.36470
H  4.09730  0.27940  -1.79290
H  3.40040  2.40420  -0.08930
H  1.67620  2.41920  0.36510
H  2.17120  2.07120  -1.33380
Ge  -1.50730  2.09530  -0.00290
C  -1.62330  2.77060  -1.86990
C  -1.21610  4.06730  -2.16900
C  -1.43840  4.58430  -3.43530
C  -2.02290  3.79920  -4.41770
C  -2.40090  2.49300  -4.13550
C  -2.18850  1.97420  -2.86980
C  -3.23220  1.62870  0.85650
C  -4.03710  0.61410  0.33920
C  -5.30030  0.39490  0.85930
C  -5.74960  1.14940  1.93480
C  -4.93620  2.12930  2.48530
C  -3.67760  2.36620  1.95530
H  -0.97450  3.27500  0.82490
H  -0.76400  4.68200  -1.40130
H  -1.16130  5.60410  -3.64950
H  -2.19270  4.20470  -5.40300
H  -2.87090  1.88470  -4.89420
H  -2.53520  0.96910  -2.63440
H  -3.68830  0.01740  -0.50000
H  -5.93950  -0.35630  0.42200
H  -6.73390  0.97530  2.34080
H  -5.28330  2.71530  3.32270
H  -3.05390  3.15130  2.36870

## Properties
**LUMO (spin up / spin down)**: -10.5 / -10.5 eV
**Kohn-Sham gap (spin up / spin down)**: 6.23 / 6.27 eV
**Net charge**: +3
**2S+1**: 1

The following is a DFT calculation (ωB97M-V/def2-TZVPD) of a 5-piece molecular cluster, C25H37N3O5S overall.

CARTESIAN COORDINATES (ANGSTROEM)
O  1.09247  -0.93383  -2.91511
C  0.13745  -0.41137  -2.01645
N  -1.15671  -0.51391  -2.38705
C  -1.95515  0.00750  -1.37213
C  -3.44750  -0.06075  -1.58204
C  -4.40171  0.40503  -0.60493
C  -3.87997  1.02465  0.67416
C  -2.46092  1.12488  0.91531
C  -1.48930  0.60427  -0.11415
N  -0.13946  0.69690  0.20460
C  0.66490  0.17122  -0.74944
N  2.11932  0.18131  -0.48007
C  2.39444  1.38540  -0.30000
S  2.85668  2.77155  0.37951
H  1.21392  -1.86271  -2.62560
H  -3.82661  -0.51646  -2.53691
H  -5.49280  0.29059  -0.81606
H  -4.56864  1.38786  1.47116
H  -2.06831  1.55293  1.86835
C  4.47809  -1.37161  -5.38981
C  3.32541  -1.98196  -6.16397
C  3.32804  -3.41270  -5.65571
O  3.81087  -3.37121  -4.30656
C  4.35974  -2.07121  -4.04854
H  4.42724  -0.28542  -5.30907
H  5.42698  -1.63519  -5.86687
H  2.38944  -1.48827  -5.88606
H  3.43786  -1.91449  -7.24657
H  4.01072  -4.04075  -6.23814
H  2.33539  -3.86706  -5.67570
H  3.66877  -1.54128  -3.38465
H  5.32100  -2.17227  -3.54110
C  1.51331  5.87771  3.89788
C  1.41759  5.89807  2.38482
C  -0.02496  5.48498  2.15510
O  -0.77333  5.95536  3.28332
C  0.13877  6.37755  4.30483
H  2.32391  6.48916  4.29578
H  1.65658  4.85049  4.24723
H  1.57824  6.91581  2.01676
H  2.13299  5.23998  1.89010
H  -0.12494  4.39455  2.11561
H  -0.44140  5.90550  1.23773
H  0.11146  7.47184  4.34846
H  -0.18339  5.98295  5.27027
C  -4.51622  -4.99425  -1.80262
C  -3.07072  -5.11909  -1.36390
C  -2.74993  -3.69889  -0.93454
O  -3.97155  -3.12612  -0.45002
C  -5.06039  -3.98750  -0.80531
H  -5.06143  -5.93863  -1.79470
H  -4.56277  -4.58090  -2.81473
H  -3.00025  -5.79416  -0.50576
H  -2.40447  -5.48919  -2.14389
H  -2.40807  -3.09457  -1.78229
H  -1.99084  -3.65877  -0.15029
H  -5.40894  -4.48231  0.10778
H  -5.88029  -3.39279  -1.21341
C  1.92848  0.15151  5.02028
C  1.85380  0.19245  3.50551
C  0.42273  -0.24184  3.25074
O  -0.35100  0.19905  4.37648
C  0.53961  0.62141  5.41596
H  2.72258  0.77135  5.43852
H  2.08498  -0.87791  5.35658
H  2.00143  1.21866  3.15382
H  2.58720  -0.44571  3.01106
H  0.34202  -1.33363  3.19449
H  0.01347  0.18451  2.33537
H  0.49257  1.71473  5.47530
H  0.21155  0.20695  6.37128

## Properties
**LUMO**: -0.7 eV
**Energy above the lowest of the compared OMol25 structures with the same formula, charge and spin**: 523.41 kJ/mol
**Kohn-Sham gap**: 8.27 eV
**2S+1**: 1